A cluster of 12 separate species, C45H58N11O in total. Source: the Open Molecules 2025 dataset; level of theory: ωB97M-V/def2-TZVPD.

Values from the calculation:
Highest occupied orbital energy, eV: -5.77
E_LUMO, hartree: 0.097
Energy above the lowest of the compared OMol25 structures with the same formula, charge and spin, kcal per mole: 178.7
Orbital gap, Ha: 0.30939
Total charge: -1
Multiplicity: 1

Each line ends with the Löwdin charge.
CARTESIAN COORDINATES (ANGSTROEM)
O -0.35 -1.62 0.24  -0.474
N 1.31 -1.99 2.49  0.010
N -0.63 -4.31 0.68  -0.038
N -4.62 1.49 1.27  0.034
N 0.20 4.81 2.21  0.030
N -1.79 0.14 -4.28  -0.049
N -2.32 -1.01 2.19  0.047
N -1.93 -1.86 -2.05  0.000
N 1.72 -2.12 -1.94  -0.052
N 2.56 0.22 3.77  -0.029
N 3.88 -0.12 -1.27  0.012
N 2.93 2.71 -2.43  -0.005
C -3.63 -0.11 3.73  -0.104
C 2.79 -2.99 -1.88  -0.211
C -3.49 -1.73 2.10  -0.167
C -0.46 -5.16 1.72  -0.183
C -4.32 -1.27 3.00  -0.123
C 5.69 1.07 -1.16  -0.077
C 1.62 -1.34 -3.20  -0.091
C 2.46 -2.61 2.24  -0.115
C 3.78 0.71 4.11  -0.178
C 2.16 2.33 4.16  -0.131
C 1.90 -3.07 4.29  -0.149
C -0.90 -6.39 1.30  -0.091
C 1.52 2.42 -2.40  -0.148
C -5.37 3.44 0.70  -0.070
C 1.84 4.46 -3.46  -0.064
C 3.59 -2.79 -2.96  -0.056
C 2.71 -1.71 -3.90  -0.027
C -1.05 -6.20 -0.25  -0.110
C -1.03 5.08 4.00  -0.105
C -1.70 2.31 -4.96  -0.120
C 0.89 -2.35 3.74  -0.192
C -0.87 -4.90 -0.55  -0.160
C -1.17 1.34 -6.04  -0.062
C 3.67 0.73 -0.13  -0.118
C 4.72 1.54 -0.07  -0.095
C 3.60 2.01 4.31  -0.149
C 0.88 3.36 -3.07  -0.123
C -1.23 -0.05 -5.53  -0.109
C -3.02 -2.66 -3.86  -0.092
C -5.46 2.46 1.64  -0.150
C 3.09 3.96 -3.03  -0.159
C -0.04 5.59 3.37  -0.189
C -1.75 -2.60 -3.26  -0.142
C -3.93 1.73 0.06  -0.106
C -0.67 3.72 2.04  -0.093
C -3.28 -1.39 -1.93  -0.126
C 4.98 0.17 -1.92  -0.211
C -1.45 3.78 3.19  -0.054
C 3.00 -3.27 3.43  -0.015
C -2.36 -0.05 3.24  -0.116
C -0.09 -0.26 -0.17  -0.246
C -2.08 1.50 -3.89  -0.138
C -4.40 2.91 -0.38  -0.071
C 1.53 1.22 3.63  -0.120
C -3.95 -1.83 -3.04  -0.110
H 0.41 1.16 3.06  0.134
H 3.84 2.01 -2.01  0.177
H -1.48 5.65 4.87  0.109
H -0.20 3.41 -3.17  0.047
H -3.71 -2.42 1.25  0.140
H -4.24 0.80 1.76  0.010
H -0.87 1.43 -7.03  0.022
H -3.19 1.09 -0.15  0.043
H -2.21 -0.72 -3.74  0.079
H -1.01 -7.42 1.72  0.082
H -3.41 -3.33 -4.59  0.072
H 0.13 -2.09 4.27  0.062
H -1.59 3.44 -4.75  0.099
H -0.20 -3.29 0.64  0.112
H 2.17 -0.80 3.79  0.110
H 3.99 4.46 -3.28  0.079
H -1.15 -1.84 -1.25  0.109
H 3.80 -3.83 3.54  0.029
H -3.66 -0.78 -1.16  0.071
H 2.81 -1.31 -4.81  0.032
H -0.70 -0.86 -5.91  0.076
H 2.90 -3.63 -0.95  0.133
H 4.37 -3.55 -3.31  0.094
H -1.63 -1.31 1.62  0.019
H -0.73 -4.42 -1.49  0.076
H 6.58 1.47 -1.48  0.051
H 1.77 -3.36 5.38  0.122
H 4.65 0.00 4.18  0.131
H -2.45 1.74 -2.82  0.120
H -0.65 3.16 1.23  0.059
H 4.83 2.35 0.69  0.110
H -6.16 2.52 2.47  0.110
H 3.15 -0.84 -1.45  0.088
H -0.81 -2.98 -3.42  0.066
H 0.71 6.26 3.73  0.109
H 1.58 3.34 4.35  0.114
H -1.14 -7.03 -1.00  0.086
H -1.53 0.57 3.47  0.062
H 0.83 -0.65 -3.27  0.080
H -0.19 0.55 0.66  0.082
H -3.80 0.61 4.58  0.109
H 0.95 -0.13 -0.55  0.025
H -5.29 -1.76 3.30  0.108
H 0.62 -1.52 1.84  0.123
H 1.65 5.36 -3.88  0.032
H -3.95 3.51 -1.14  0.069
H -2.37 3.15 3.25  0.078
H -0.11 -4.64 2.74  0.144
H 2.84 -2.69 1.25  0.083
H -0.76 0.17 -0.97  0.063
H 1.06 -2.30 -1.09  0.127
H -5.07 -1.76 -3.29  0.120
H 1.26 1.52 -1.73  0.100
H 2.90 0.39 0.39  0.053
H -5.90 4.32 0.51  0.054
H 4.35 2.77 4.54  0.083
H 5.46 -0.39 -2.82  0.149
H 0.86 4.96 1.61  0.056



A structure of composition C7H5NO2. Source: the Open Molecules 2025 dataset; level of theory: ωB97M-V/def2-TZVPD.

Values from the calculation:
Highest occupied orbital energy, eV: -8.18
E_LUMO, hartree: 0.000
Energy above the lowest of the compared OMol25 structures with the same formula, charge and spin, kcal per mole: 140.8
Orbital gap, Ha: 0.30112
Total charge: 0
Multiplicity: 1

Each line ends with the natural charge from an NBO analysis.
CARTESIAN COORDINATES (ANGSTROEM)
O 0.47 -0.55 2.08  -0.386
O 1.66 -0.08 3.79  -0.253
N 1.71 -0.12 2.62  0.375
C -0.71 -0.30 -1.32  0.011
C 1.25 -0.85 -0.25  -0.269
C -1.50 1.28 -0.44  -0.162
C -0.95 -0.04 0.24  -0.335
C 0.58 -0.62 -1.55  -0.217
C 0.41 -0.40 0.70  0.282
C -1.38 0.88 -1.72  -0.198
H -1.70 -0.75 0.65  0.240
H -1.68 2.18 0.18  0.226
H 2.21 -1.24 0.05  0.229
H -1.61 1.39 -2.67  0.231
H 1.25 -0.79 -2.37  0.225



A structure of composition C28H30Cl5N3O4ReSi. Source: the Open Molecules 2025 dataset; level of theory: ωB97M-V/def2-TZVPD.

Values from the calculation:
Highest occupied orbital energy (spin up / spin down), eV: -7.31 / -8.34
E_LUMO (spin up / spin down), hartree: -0.010 / -0.021
Energy above the lowest of the compared OMol25 structures with the same formula, charge and spin, kcal per mole: 27.2
Orbital gap (spin up / spin down), Ha: 0.25830 / 0.28550
Total charge: 0
Multiplicity: 4

Each line ends with the Löwdin spin population.
CARTESIAN COORDINATES (ANGSTROEM)
Re -0.20 0.49 -0.05  2.271
Cl 3.01 5.17 -2.48  -0.001
Cl 2.66 2.68 -0.62  0.003
Cl -0.14 2.83 -6.16  -0.001
Cl 1.60 5.25 -5.26  0.002
Cl -0.50 0.36 -4.26  0.004
Si -2.92 -0.89 -0.97  0.023
O 1.22 0.32 1.36  0.081
O 3.06 -0.92 -0.57  0.001
O -0.36 2.56 -0.17  0.114
O 0.84 0.65 -1.71  0.129
N -1.09 0.75 1.81  0.027
N -1.18 -1.09 -0.63  0.085
N -0.53 -0.10 2.77  0.037
C 1.96 -2.55 5.14  0.000
C -1.91 1.69 2.19  0.032
C 0.44 1.73 -3.77  0.008
C 1.85 2.77 -2.14  0.008
C 1.63 -1.00 3.33  0.000
C -2.16 2.82 1.37  0.027
C -3.83 -1.05 0.65  0.002
C 1.11 -1.81 4.34  0.000
C -1.33 3.24 0.35  0.022
C 2.02 3.86 -2.98  -0.001
C -2.51 1.62 3.57  0.003
C 0.61 2.82 -4.62  -0.001
C 0.36 -3.94 -2.49  0.002
C 1.15 -4.50 -1.50  0.008
C 4.33 -0.61 -1.12  0.000
C 1.16 -3.93 -0.23  0.000
C -0.42 -2.25 -0.95  0.027
C 0.38 -2.82 0.04  0.013
C -0.42 -2.83 -2.22  0.010
C 1.02 1.69 -2.50  0.009
C 3.34 -2.49 4.94  -0.001
C 3.01 -0.94 3.14  0.000
C -3.25 0.79 -1.72  0.020
C -1.51 4.61 -0.23  0.002
C 1.40 3.89 -4.22  0.007
C 0.72 -0.22 2.46  0.011
C 3.86 -1.68 3.95  0.000
C -3.63 -2.12 -2.18  0.000
H -4.66 -1.81 -2.35  0.000
H 0.36 -2.40 1.04  0.002
H 1.55 -3.18 5.92  0.000
H -1.72 1.76 4.31  0.002
H 1.77 -5.36 -1.71  0.001
H 0.04 -1.85 4.48  0.000
H -4.33 0.97 -1.70  0.002
H -1.00 -2.37 -3.01  0.000
H 4.23 -0.68 -2.20  0.000
H 1.78 -4.35 0.55  0.000
H -3.26 2.39 3.70  0.000
H -3.65 -3.14 -1.78  0.000
H -1.01 5.34 0.41  0.000
H -2.93 0.81 -2.76  0.000
H -2.56 4.88 -0.30  0.001
H 4.00 -3.07 5.57  0.000
H 3.01 -0.68 0.36  0.000
H 0.36 -4.36 -3.48  0.000
H -3.14 -2.14 -3.15  0.000
H -2.78 1.63 -1.19  0.006
H -4.91 -1.10 0.47  0.000
H -2.92 3.51 1.71  0.002
H -3.53 -1.96 1.17  0.000
H -3.64 -0.20 1.31  0.000
H 4.93 -1.62 3.79  0.000
H -1.05 4.66 -1.22  0.000
H -2.93 0.64 3.74  0.001
H 4.66 0.41 -0.87  0.000
H 5.10 -1.31 -0.80  0.000
H 3.41 -0.29 2.37  0.000



The ion C5H10NOS with charge -1. Source: the Open Molecules 2025 dataset; level of theory: ωB97M-V/def2-TZVPD.

Values from the calculation:
SMILES: CCNC(=O)CC[S-]
Highest occupied orbital energy, eV: -2.68
E_LUMO, hartree: 0.138
Energy above the lowest of the compared OMol25 structures with the same formula, charge and spin, kcal per mole: 9.4
Orbital gap, Ha: 0.23664
Total charge: -1
Multiplicity: 1

Each line ends with the natural charge from an NBO analysis.
CARTESIAN COORDINATES (ANGSTROEM)
S -2.37 0.13 -0.75  -0.707
O 1.98 1.48 1.33  -0.682
N 1.27 -0.54 0.74  -0.610
C -0.23 1.46 0.49  -0.528
C 1.09 0.81 0.81  0.689
C 0.42 -1.51 0.09  -0.267
C 1.12 -2.27 -1.10  -0.621
C -0.92 1.24 -0.87  -0.528
H 2.21 -2.21 -1.00  0.189
H 2.18 -0.83 1.08  0.379
H 0.76 -1.92 -2.07  0.213
H -0.19 0.82 -1.59  0.175
H -0.41 -0.99 -0.35  0.279
H -0.01 2.51 0.59  0.214
H 0.78 -3.29 -1.04  0.196
H -1.28 2.19 -1.18  0.196
H -0.97 1.26 1.26  0.243
H 0.00 -2.25 0.76  0.171



A cluster of 2 separate species, C2H6OS2 in total. Source: the Open Molecules 2025 dataset; level of theory: ωB97M-V/def2-TZVPD.

Values from the calculation:
SMILES: C=CO.SS
Highest occupied orbital energy, eV: -9.39
E_LUMO, hartree: 0.006
Energy above the lowest of the compared OMol25 structures with the same formula, charge and spin, kcal per mole: 18.3
Orbital gap, Ha: 0.35142
Total charge: 0
Multiplicity: 1

Each line ends with the natural charge from an NBO analysis.
CARTESIAN COORDINATES (ANGSTROEM)
S -0.36 -2.54 -1.62  -0.129
S 0.50 -2.72 0.26  -0.129
O -1.61 1.45 0.60  -0.699
C -0.37 1.10 0.13  0.117
C 0.71 1.75 0.50  -0.490
H -0.38 0.35 -0.66  0.176
H 0.41 -1.44 0.65  0.127
H 1.67 1.25 0.44  0.208
H 0.73 2.56 1.22  0.210
H 0.80 -2.39 -2.28  0.132
H -2.09 0.63 0.76  0.478



A cluster of 3 separate species, C4H15NO2 in total. Source: the Open Molecules 2025 dataset; level of theory: ωB97M-V/def2-TZVPD.

Values from the calculation:
SMILES: CCCNC.O.O
Highest occupied orbital energy, eV: -9.26
E_LUMO, hartree: 0.019
Energy above the lowest of the compared OMol25 structures with the same formula, charge and spin, kcal per mole: 31.6
Orbital gap, Ha: 0.35892
Total charge: 0
Multiplicity: 1

Each line ends with the natural charge from an NBO analysis.
CARTESIAN COORDINATES (ANGSTROEM)
O -0.57 1.21 -2.88  -0.971
O -0.78 -2.61 0.29  -0.950
N 0.96 1.04 -0.67  -0.634
C -1.55 0.20 0.94  -0.615
C -0.15 0.26 1.57  -0.411
C 1.56 -0.27 -0.96  -0.439
C 0.84 1.15 0.80  -0.217
H 0.29 -0.73 1.73  0.212
H -0.45 -3.52 0.30  0.477
H 1.64 1.73 -0.95  0.365
H -2.01 1.21 0.82  0.207
H 0.84 -0.98 -0.57  0.211
H 0.63 2.18 1.10  0.194
H -1.39 -0.26 -0.03  0.205
H -1.76 -2.67 0.27  0.479
H -1.32 0.59 -2.73  0.447
H 2.51 -0.51 -0.40  0.164
H 1.71 -0.46 -2.03  0.218
H 1.85 0.94 1.23  0.162
H -0.21 0.66 2.56  0.203
H -2.24 -0.42 1.50  0.205
H -0.42 1.24 -1.87  0.488



The ion C9H20NO2S with charge +1. Source: the Open Molecules 2025 dataset; level of theory: ωB97M-V/def2-TZVPD.

Values from the calculation:
SMILES: C=C(C)[N@H+](C)CCO[C@H](O)CSC
Highest occupied orbital energy, eV: -11.62
E_LUMO, hartree: -0.089
Energy above the lowest of the compared OMol25 structures with the same formula, charge and spin, kcal per mole: 33.9
Orbital gap, Ha: 0.33818
Total charge: +1
Multiplicity: 1

Each line ends with the natural charge from an NBO analysis.
CARTESIAN COORDINATES (ANGSTROEM)
S -2.79 -0.58 0.49  0.139
O -0.68 1.28 1.27  -0.764
O -0.38 1.27 -0.93  -0.526
N 1.39 -0.50 0.08  -0.470
C 2.94 1.40 0.83  -0.662
C -4.41 -0.99 -0.24  -0.715
C -2.70 1.14 -0.09  -0.610
C -1.25 1.63 0.06  0.379
C -0.33 0.00 -1.52  -0.123
C 0.95 -1.78 0.70  -0.449
C 1.08 -0.37 -1.32  -0.229
C 3.90 -0.66 -0.24  -0.374
C 2.82 -0.06 0.32  0.176
H 4.87 -0.25 -0.10  0.233
H 0.86 0.31 0.47  0.507
H 1.59 0.49 -1.79  0.240
H -1.32 2.74 0.10  0.169
H 2.29 1.48 1.74  0.235
H -4.95 -0.02 -0.17  0.227
H -0.09 -1.80 0.90  0.247
H -4.07 -1.31 -1.23  0.236
H 3.92 -1.57 -0.85  0.221
H 3.97 1.58 1.13  0.255
H -0.96 -0.78 -1.07  0.218
H 2.66 1.93 -0.11  0.241
H -1.25 1.60 2.11  0.521
H -0.52 -0.01 -2.55  0.211
H 1.23 -2.80 0.10  0.249
H 1.43 -1.97 1.73  0.257
H -3.44 1.78 0.47  0.236
H -3.21 1.26 -1.10  0.247
H 1.51 -1.30 -1.74  0.231
H -4.74 -1.68 0.54  0.249



A structure of composition C6H7NO3. Source: the Open Molecules 2025 dataset; level of theory: ωB97M-V/def2-TZVPD.

Values from the calculation:
Highest occupied orbital energy, eV: -8.86
E_LUMO, hartree: 0.011
Energy above the lowest of the compared OMol25 structures with the same formula, charge and spin, kcal per mole: 73.8
Orbital gap, Ha: 0.33686
Total charge: 0
Multiplicity: 1

Each line ends with the natural charge from an NBO analysis.
CARTESIAN COORDINATES (ANGSTROEM)
O -2.78 -0.34 0.94  -0.481
O 0.52 0.65 1.28  -0.486
O -0.83 1.01 -1.46  -0.673
N -1.11 -2.62 -1.25  -0.301
C -0.82 -1.51 -1.14  0.195
C 0.81 0.09 0.05  0.084
C -1.58 -0.29 0.90  0.630
C -0.47 -0.17 -0.80  0.075
C 1.84 0.91 -0.79  -0.624
C -0.43 -0.12 1.90  -0.200
H -1.75 0.88 -1.70  0.490
H -0.78 0.22 2.86  0.238
H 0.02 -1.17 1.88  0.203
H 2.05 1.77 -0.16  0.229
H 1.26 -0.97 0.13  0.175
H 2.72 0.38 -1.04  0.220
H 1.35 1.29 -1.61  0.228